(1)
DFT (ωB97M-V/def2-TZVPD) results for a cluster of 8 separate species, C20H57NO12 in total at a distorted geometry.

Each line ends with the Mulliken charge.
CARTESIAN COORDINATES (ANGSTROEM)
C1 -5.16 -2.46 6.16  -0.8022
O1 -4.97 -2.03 4.83  -0.3338
C2 -3.86 -2.57 4.17  0.0307
C3 -4.06 -2.44 2.72  -0.6603
N1 -2.82 -2.81 2.04  -0.3207
C4 -2.92 -2.61 0.56  -1.2952
C5 -1.52 -2.73 -0.04  0.2074
O2 -1.27 -2.38 -1.17  -0.4270
C6 -1.95 -2.97 -2.33  -1.0146
H1 -5.91 -3.25 6.05  0.2882
H2 -5.54 -1.62 6.77  0.2597
H3 -4.37 -2.87 6.75  0.3678
H4 -3.74 -3.70 4.42  0.2507
H5 -2.96 -2.04 4.49  -0.0184
H6 -4.10 -1.43 2.54  0.2832
H7 -4.85 -3.07 2.29  0.3823
H8 -2.10 -2.21 2.39  0.3733
H9 -3.32 -1.68 0.22  0.3866
H10 -3.50 -3.45 0.18  0.5425
H11 -1.10 -3.75 0.05  0.2760
H12 -1.01 -2.11 0.69  -0.3695
H13 -3.03 -3.08 -2.19  0.4373
H14 -1.48 -3.92 -2.65  0.3374
H15 -1.83 -2.45 -3.30  0.2815
C7 1.16 2.32 -5.26  -1.9306
C8 0.61 2.04 -3.94  0.8121
O3 0.97 0.73 -3.68  -0.6209
H16 2.10 2.20 -5.32  0.6318
H17 0.79 3.40 -5.50  0.3088
H18 0.72 1.75 -6.01  0.4386
H19 -0.50 2.17 -4.01  0.2480
H20 0.89 2.77 -3.18  -0.3424
H21 0.70 0.54 -2.76  0.3910
C9 4.59 2.28 -1.24  -1.6532
C10 3.33 1.82 -1.84  1.1244
O4 3.70 1.11 -2.99  -0.6937
H22 5.20 2.81 -2.00  0.3756
H23 5.01 1.39 -0.80  0.3836
H24 4.36 2.82 -0.34  0.2629
H25 2.73 2.64 -2.07  0.2120
H26 2.84 1.24 -1.10  -0.4492
H27 2.89 0.88 -3.47  0.3405
C11 0.18 4.77 -1.00  -0.7485
C12 0.98 4.54 0.19  0.0903
O5 2.30 4.18 -0.10  -0.4914
H28 -0.90 4.81 -0.70  0.2362
H29 0.36 3.98 -1.75  -0.0187
H30 0.55 5.70 -1.49  0.3873
H31 0.74 3.63 0.73  -0.1231
H32 0.89 5.42 0.84  0.4497
H33 2.71 4.19 0.72  0.2680
C13 2.65 -2.22 -2.70  -0.8778
C14 1.44 -2.96 -2.64  0.1107
O6 1.27 -3.35 -1.26  -0.7192
H34 2.97 -2.21 -3.72  0.4675
H35 3.31 -2.74 -1.95  0.3334
H36 2.52 -1.15 -2.33  -0.1503
H37 1.30 -3.91 -3.06  0.4563
H38 0.62 -2.28 -2.98  -0.0386
H39 0.36 -3.69 -1.21  0.1562
C15 -1.52 1.30 -0.94  -0.6257
C16 -0.16 0.89 -0.75  2.5924
O7 0.27 -0.21 -1.46  1.1376
O8 -1.88 2.35 -0.10  -0.6393
H40 -2.11 0.46 -0.79  0.1459
H41 -1.77 1.67 -1.91  0.2513
H42 0.00 0.84 0.30  -1.1226
H43 0.42 1.80 -1.08  -0.8631
H44 -0.26 -0.95 -1.42  -0.3836
H45 -1.82 2.14 0.82  0.3115
C17 3.00 -1.05 0.72  -0.0938
C18 2.98 0.16 1.54  -0.2142
O9 4.22 0.70 1.50  -0.5327
O10 1.68 -1.52 0.76  -0.3742
H46 3.64 -1.96 0.87  0.3408
H47 3.24 -0.85 -0.28  -0.0399
H48 2.70 0.05 2.54  0.6257
H49 2.50 0.96 0.99  -0.2356
H50 4.41 1.04 2.38  0.3252
H51 1.57 -2.17 0.09  0.3145
C19 -0.77 0.02 2.79  1.3005
C20 -1.53 1.22 3.07  -0.9832
O11 -0.91 2.26 2.34  -0.5192
O12 -1.04 -1.16 3.45  -0.6005
H52 0.26 0.35 2.84  -0.0701
H53 -0.80 -0.22 1.72  -0.4391
H54 -1.61 1.45 4.16  0.3951
H55 -2.65 1.10 2.84  0.2590
H56 -0.12 2.43 2.87  0.3445
H57 -0.90 -1.07 4.44  0.3025

- SMILES string: COCCNCCOC.OCCO.OCCO.OCCO.CCO.CCO.CCO.CCO
- HOMO-LUMO gap: 8.92 eV
- E_HOMO: -0.3290 hartree
- Energy above the lowest of the compared OMol25 structures with the same formula, charge and spin: 269.00 kJ/mol

***

(2)
DFT (ωB97M-V/def2-TZVPD) results for a structure of composition C3H3AgLiO3 at a distorted geometry.

Each line ends with the Mulliken charge.
CARTESIAN COORDINATES (ANGSTROEM)
C1 -0.06 -0.78 0.09  -0.5361
C2 0.99 -0.84 1.13  -0.2291
O1 0.90 0.36 0.36  -0.0834
C3 -1.42 1.02 -1.34  0.6525
O2 -0.84 1.86 -1.93  -0.2293
O3 -2.30 0.68 -0.63  -0.5517
Li1 -2.20 -0.66 0.85  0.9528
H1 0.26 -1.30 -0.82  0.3440
H2 1.94 -1.36 0.96  0.2404
H3 0.85 -0.58 2.18  0.2311
Ag1 1.90 1.59 -0.85  0.2088

- Spin multiplicity: 3
- <S²>: 2.006
- HOMO-LUMO gap (alpha / beta): 4.39 / 7.14 eV
- Total charge: +1
- E_HOMO (alpha / beta): -0.3269 / -0.5251 hartree
- Energy above the lowest of the compared OMol25 structures with the same formula, charge and spin: 54.42 kJ/mol

***

(3)
DFT (ωB97M-V/def2-TZVPD) results for a structure of composition C28H14BrCuF4N6O2 at a distorted geometry.

Each line ends with the Mulliken charge.
CARTESIAN COORDINATES (ANGSTROEM)
Cu1 2.83 -2.39 -0.21  -0.2967
O1 -1.09 -1.25 1.67  -0.4683
C1 -1.73 -0.18 1.16  -0.0447
C2 -2.46 0.65 1.89  -1.4427
C3 -3.36 1.52 1.06  0.7913
C4 -3.51 1.55 -1.04  -0.9075
C5 -2.04 1.33 -0.82  -0.4099
C6 -1.64 -0.06 -0.36  1.5243
C7 -0.25 -0.44 -0.87  -1.6357
O2 -0.23 -1.91 -1.10  -0.6344
N1 0.85 0.03 -0.08  0.3654
N2 2.07 -0.43 -0.45  -0.9708
C8 3.12 0.32 -0.14  0.4456
C9 4.41 0.08 -0.58  -0.2255
Br1 4.74 -1.74 -1.37  -0.0553
C10 5.39 1.07 -0.53  -0.5730
C11 5.15 2.49 -0.20  0.6120
C12 5.94 3.15 0.79  -0.6007
C13 5.55 4.44 1.20  -0.3335
C14 4.45 5.08 0.62  -0.5489
C15 3.78 4.46 -0.43  -0.3091
C16 4.05 3.18 -0.81  -0.5311
H1 -1.22 -1.50 2.62  0.4723
H2 -2.51 0.80 2.96  0.4841
H3 -3.86 2.29 1.70  0.6195
H4 -3.83 1.95 -2.00  0.4811
H5 -1.56 1.74 -1.71  0.6948
H6 -0.11 -0.05 -1.86  0.8232
H7 0.88 0.99 0.35  0.3785
H8 2.94 1.18 0.51  0.7219
H9 6.36 0.60 -0.73  0.3948
H10 6.70 2.64 1.35  0.4101
H11 6.27 4.87 1.91  0.3504
H12 4.08 6.08 0.94  0.3675
H13 3.11 4.98 -1.12  0.3559
H14 3.43 2.71 -1.56  0.5285
F1 -3.66 -5.13 -0.08  -0.2867
C17 -3.19 -3.88 -0.22  0.2556
C18 -4.16 -2.88 -0.42  -0.4733
F2 -5.44 -3.39 -0.32  -0.2981
C19 -3.87 -1.52 -0.44  0.2696
C20 -2.50 -1.18 -1.08  1.7299
C21 -1.60 -2.40 -1.21  1.0218
F3 -1.65 -2.93 -2.49  -0.3852
C22 -1.87 -3.58 -0.29  0.1909
C23 -0.86 -4.29 0.44  0.7167
C24 0.49 -3.90 0.44  1.2733
N3 1.68 -3.71 0.45  -0.9777
C25 -1.22 -5.35 1.29  -0.5351
N4 -1.22 -6.28 2.01  -0.4917
F4 -2.83 -0.75 -2.43  -0.4423
C26 -4.81 -0.47 -0.02  0.6539
C27 -6.07 -0.79 0.51  -0.2562
N5 -7.09 -0.96 1.06  -0.4528
C28 -4.24 0.87 0.00  -0.4265
N6 -2.61 2.30 0.03  -0.9195

- Spin multiplicity: 2
- <S²>: 1.065
- HOMO-LUMO gap (alpha / beta): 6.06 / 6.05 eV
- Total charge: +1
- E_HOMO (alpha / beta): -0.4094 / -0.4207 hartree

***

(4)
DFT (ωB97M-V/def2-TZVPD) results for a structure of composition C34H31IN5O4PRe.

Each line ends with the Mulliken charge.
CARTESIAN COORDINATES (ANGSTROEM)
Re1 0.27 -0.61 0.07  2.7302
C1 -0.24 -2.42 -3.97  -0.4925
O1 1.17 -2.59 -3.86  -0.4590
C2 1.70 -3.15 -2.75  0.3740
C3 2.75 -4.04 -2.93  -0.5229
C4 3.36 -4.68 -1.87  -0.8033
C5 2.93 -4.45 -0.58  -1.0313
C6 1.92 -3.51 -0.35  0.2995
C7 1.45 -3.30 1.00  -0.2854
N1 0.80 -2.23 1.32  0.3369
N2 0.16 -2.20 2.55  -1.0090
C8 -0.87 -1.42 2.48  0.5524
O2 -1.20 -0.80 1.33  -0.8325
C9 -1.72 -1.15 3.64  0.2723
C10 -2.92 -0.46 3.48  0.0176
C11 -3.71 -0.19 4.59  -0.9517
C12 -3.30 -0.60 5.85  -0.4112
C13 -2.11 -1.29 6.01  -0.8129
C14 -1.32 -1.57 4.91  -0.3003
C15 1.31 -2.86 -1.44  1.2160
O3 0.33 -1.92 -1.25  -1.0320
H1 -0.43 -2.29 -5.03  0.2876
H2 -0.77 -3.31 -3.61  0.3245
H3 -0.59 -1.55 -3.42  0.1178
H4 3.06 -4.23 -3.95  0.5204
H5 4.16 -5.39 -2.06  0.4454
H6 3.36 -4.98 0.26  0.5175
H7 1.58 -4.06 1.76  0.5972
H8 -3.24 -0.15 2.49  0.5556
H9 -4.65 0.34 4.46  0.4428
H10 -3.92 -0.38 6.71  0.4403
H11 -1.80 -1.61 6.99  0.4338
H12 -0.39 -2.11 5.03  0.4462
N3 0.74 1.43 -2.31  0.5520
P1 -0.60 1.19 -1.28  -0.2787
C16 -0.92 2.71 -0.37  0.8706
C17 -0.66 3.96 -0.93  -0.4058
C18 -0.97 5.11 -0.23  -0.7893
C19 -1.57 5.02 1.03  -0.6485
C20 -1.85 3.78 1.58  -0.7515
C21 -1.51 2.62 0.89  -0.3914
C22 -1.99 0.97 -2.39  0.9172
C23 -3.26 0.94 -1.83  -0.6965
C24 -4.38 0.78 -2.63  -0.7410
C25 -4.22 0.67 -4.01  -0.5581
C26 -2.96 0.70 -4.58  -0.8035
C27 -1.84 0.84 -3.77  -0.4202
C28 1.99 1.01 -1.91  0.1788
C29 3.13 1.45 -2.58  -1.2140
C30 4.36 0.98 -2.19  -0.4760
C31 4.45 0.06 -1.14  -1.0445
C32 3.29 -0.32 -0.53  -0.1346
N4 2.06 0.14 -0.88  -0.0709
H13 0.71 2.11 -3.06  0.3902
H14 -0.21 4.05 -1.91  0.3119
H15 -0.77 6.08 -0.66  0.4524
H16 -1.82 5.92 1.56  0.4412
H17 -2.32 3.71 2.55  0.5966
H18 -1.73 1.66 1.34  0.3259
H19 -3.39 1.04 -0.75  0.3542
H20 -5.36 0.76 -2.19  0.4475
H21 -5.10 0.56 -4.64  0.4186
H22 -2.84 0.61 -5.65  0.4474
H23 -0.86 0.84 -4.23  0.3640
H24 3.03 2.16 -3.40  0.5471
H25 5.25 1.31 -2.70  0.4677
H26 5.39 -0.34 -0.81  0.5311
H27 3.29 -1.04 0.28  0.2712
N5 2.46 0.07 2.92  -0.0920
C33 1.68 0.99 2.42  0.3847
O4 0.86 0.76 1.49  -0.0067
C34 1.68 2.37 3.00  -1.2664
I1 0.27 2.37 4.60  0.1464
H28 2.33 -0.90 2.67  0.1317
H29 3.04 0.27 3.73  0.2892
H30 1.32 3.07 2.25  0.2443
H31 2.65 2.66 3.38  0.7239

- Spin multiplicity: 2
- <S²>: 0.754
- HOMO-LUMO gap (alpha / beta): 6.77 / 6.85 eV
- Total charge: +2
- E_HOMO (alpha / beta): -0.4987 / -0.4982 hartree
- Energy above the lowest of the compared OMol25 structures with the same formula, charge and spin: 0.00 kJ/mol

***

(5)
DFT (ωB97M-V/def2-TZVPD) results for a structure of composition C32H30N4O2PPt at a distorted geometry.

Each line ends with the Mulliken charge.
CARTESIAN COORDINATES (ANGSTROEM)
Pt1 -0.83 -0.44 -0.03  2.8579
C1 -3.73 0.32 0.70  -0.8878
N1 -2.48 1.07 0.64  0.2480
C2 -2.57 2.19 -0.30  -1.4873
C3 -2.01 1.87 -1.67  0.9634
C4 -2.08 2.81 -2.69  -1.0392
C5 -1.62 2.49 -3.95  -0.4631
C6 -1.10 1.22 -4.17  -0.9146
C7 -1.03 0.35 -3.10  -0.2898
N2 -1.46 0.67 -1.88  -0.0816
C8 -1.97 1.47 1.95  -1.3848
C9 -0.63 2.14 1.78  0.5561
C10 -0.19 3.18 2.59  -1.0731
C11 1.01 3.80 2.28  -0.6457
C12 1.72 3.38 1.17  -0.9908
C13 1.24 2.30 0.44  -0.5324
N3 0.11 1.70 0.76  0.5835
C14 -3.56 -1.10 1.16  0.3979
C15 -4.44 -1.68 2.07  -0.8531
C16 -4.36 -3.04 2.32  -0.4790
C17 -3.44 -3.79 1.60  -0.8595
C18 -2.58 -3.14 0.72  -0.1292
N4 -2.62 -1.82 0.53  -0.1259
H1 -4.15 0.27 -0.30  0.5058
H2 -4.45 0.84 1.35  0.4404
H3 -2.04 3.06 0.10  0.5259
H4 -3.62 2.49 -0.43  0.8159
H5 -2.51 3.79 -2.49  0.5387
H6 -1.67 3.21 -4.76  0.4967
H7 -0.76 0.90 -5.14  0.4820
H8 -0.63 -0.65 -3.22  0.5472
H9 -1.87 0.58 2.58  0.3848
H10 -2.67 2.17 2.44  0.6126
H11 -0.77 3.50 3.44  0.6247
H12 1.37 4.63 2.88  0.4917
H13 2.62 3.89 0.85  0.5646
H14 1.76 1.93 -0.43  0.7526
H15 -5.19 -1.07 2.56  0.4484
H16 -5.01 -3.50 3.05  0.4981
H17 -3.39 -4.87 1.71  0.4770
H18 -1.86 -3.71 0.15  0.5570
O1 0.14 -3.91 2.01  -0.5276
C19 0.34 -2.78 1.68  0.4125
O2 -0.18 -1.69 1.91  -0.6294
C20 1.60 -2.69 0.63  -0.7155
P1 1.61 -0.99 -0.09  0.5076
C21 2.01 -1.36 -1.83  1.3383
C22 1.04 -2.19 -2.42  -1.4707
C23 1.16 -2.60 -3.73  -0.3831
C24 2.25 -2.17 -4.49  -0.7020
C25 3.17 -1.30 -3.93  -0.8835
C26 3.06 -0.88 -2.61  -0.4613
C27 2.81 -0.17 0.99  1.1526
C28 4.04 0.35 0.57  -0.1369
C29 4.95 0.84 1.49  -0.9670
C30 4.63 0.86 2.85  -0.5603
C31 3.38 0.41 3.27  -0.9067
C32 2.48 -0.10 2.35  -0.7170
H19 1.52 -3.49 -0.11  0.5197
H20 2.49 -2.87 1.23  0.5525
H21 0.18 -2.51 -1.83  0.4005
H22 0.42 -3.25 -4.18  0.5117
H23 2.37 -2.52 -5.50  0.4657
H24 4.00 -0.93 -4.53  0.4974
H25 3.80 -0.20 -2.23  0.4062
H26 4.32 0.35 -0.47  0.2083
H27 5.91 1.19 1.16  0.5128
H28 5.34 1.22 3.57  0.4835
H29 3.12 0.44 4.31  0.5071
H30 1.52 -0.45 2.70  0.4504

- HOMO-LUMO gap (alpha / beta): 4.86 / 4.89 eV
- Total charge: +3
- E_HOMO (alpha / beta): -0.6284 / -0.6274 hartree
- Energy above the lowest of the compared OMol25 structures with the same formula, charge and spin: 427.58 kJ/mol